DFT (ωB97M-V/def2-TZVPD) results for a cluster of 2 separate species, C4H11NO3 in total in a non-equilibrium geometry.

Max |F|   2.1 eV/A
Structure (SMILES)   NC(=O)CCCO.O
Energy relative to the best compared isomer or geometry (same formula, charge and spin)   30.9 kcal per mole

```
! wB97M-V def2-TZVPD RIJCOSX def2/J DEFGRID3
* xyz 0 1
N 0.07 1.90 -1.60
C -0.64 1.25 -0.63
O -1.76 1.63 -0.36
C 0.03 0.11 0.14
C -0.79 -0.26 1.33
C 0.01 -0.97 2.42
O 0.27 -2.40 2.18
H 0.97 1.64 -2.01
H -0.38 2.62 -2.14
H 0.25 -0.73 -0.52
H 1.07 0.45 0.27
H -1.42 0.50 1.76
H -1.61 -0.92 1.00
H 1.01 -0.61 2.66
H -0.57 -1.00 3.34
H 0.05 -2.57 1.28
O 2.09 -0.76 -2.87
H 1.48 -0.10 -3.17
H 1.76 -1.64 -3.00
*
```